C14H11BrClN3O3 | ωB97M-V/def2-TZVPD

Computed properties:
SMILES = N/C(=N\OC(=O)COc1ccc(Cl)cc1Br)c1cccnc1
total charge = 0
orbital gap = 9.15 eV
HOMO = -8.8 eV
energy relative to the best compared isomer or geometry (same formula, charge and spin) = 0.0 kcal per mole

Last columns: bonded neighbours and bond lengths (Å).
CARTESIAN COORDINATES (ANGSTROEM)
1 N -0.48 -0.22 2.17  C2 1.353, H32 1.004, H33 1.007
2 C 0.21 -0.89 1.22  N1 1.353, N3 1.283, C22 1.469
3 N -0.27 -1.77 0.43  C2 1.283, O4 1.422
4 O -1.64 -2.09 0.69  N3 1.422, C5 1.329
5 C -2.43 -2.32 -0.35  O4 1.329, O6 1.202, C7 1.532
6 O -3.56 -2.69 -0.15  C5 1.202
7 C -1.92 -2.09 -1.77  C5 1.532, O8 1.407, H20 1.098, H21 1.095
8 O -0.99 -1.05 -1.97  C7 1.407, C9 1.350
9 C -1.21 0.17 -1.44  O8 1.350, C10 1.391, C14 1.400
10 C -2.38 0.59 -0.82  C9 1.391, C11 1.385, H19 1.079
11 C -2.46 1.85 -0.25  C10 1.385, C12 1.384, H18 1.078
12 C -1.38 2.70 -0.30  C11 1.384, C13 1.388, Cl17 1.728
13 C -0.21 2.32 -0.94  C12 1.388, C14 1.379, H16 1.078
14 C -0.14 1.06 -1.50  C9 1.400, C13 1.379, Br15 1.891
15 Br 1.44 0.50 -2.38  C14 1.891
16 H 0.64 2.99 -1.00  C13 1.078
17 Cl -1.46 4.26 0.44  C12 1.728
18 H -3.38 2.16 0.23  C11 1.078
19 H -3.24 -0.06 -0.78  C10 1.079
20 H -2.80 -1.96 -2.41  C7 1.098
21 H -1.39 -3.00 -2.08  C7 1.095
22 C 1.62 -0.54 1.00  C2 1.469, C23 1.393, C27 1.397
23 C 2.09 0.75 1.21  C22 1.393, C24 1.384, H31 1.082
24 C 3.43 1.03 0.95  C23 1.384, C25 1.388, H30 1.079
25 C 4.23 0.00 0.49  C24 1.388, N26 1.322, H29 1.081
26 N 3.80 -1.23 0.28  C25 1.322, C27 1.316
27 C 2.53 -1.49 0.52  C22 1.397, N26 1.316, H28 1.080
28 H 2.20 -2.50 0.34  C27 1.080
29 H 5.28 0.17 0.26  C25 1.081
30 H 3.82 2.02 1.10  C24 1.079
31 H 1.43 1.54 1.55  C23 1.082
32 H 0.01 0.31 2.87  N1 1.004
33 H -1.41 -0.54 2.38  N1 1.007